Entry 1:
Molecular formula: H4IN11P2
Method: DFT, ωB97M-V/def2-TZVPD

Each line ends with the Löwdin charge.
Element x y z (Å)
N  -3.516  0.141  -1.803  0.140
N  1.323  -2.232  2.147  0.112
N  -2.993  -0.242  -0.777  -0.262
N  0.831  -1.192  1.775  -0.503
N  -2.829  -0.259  0.359  0.035
N  0.633  0.600  -0.779  -0.463
N  1.324  0.460  -1.838  -0.016
N  -0.539  -1.007  1.721  -0.171
N  1.765  -0.273  1.473  -0.312
N  -0.704  0.302  -0.727  -0.215
N  2.618  0.694  -1.662  0.022
P  1.340  1.137  0.802  0.805
P  -0.799  0.357  0.934  0.182
I  -2.058  2.253  2.017  0.359
H  -2.869  0.212  -2.580  0.082
H  0.577  -3.017  2.216  0.118
H  2.767  1.287  -0.802  0.020
H  3.129  0.780  -2.476  0.066

Output
* HOMO energy: -8.64 eV
* spin multiplicity: 1
* HOMO-LUMO gap: 7.39 eV
* electronic energy: -43124.8556 eV

---

Entry 2:
Molecular formula: C2H11O4
Method: DFT, ωB97M-V/def2-TZVPD

Each line ends with the Löwdin charge.
Element x y z (Å)
C  0.109  -0.015  -0.664  -0.290
O  0.595  -0.515  0.598  -0.216
C  1.328  0.408  -1.667  -0.098
H  -0.547  0.742  -0.310  0.073
H  -0.453  -0.875  -1.186  0.115
H  1.161  -0.245  -2.590  0.065
H  2.134  0.160  -1.010  0.027
H  1.525  1.469  -2.081  0.073
H  1.766  0.859  0.912  0.046
H  1.714  2.238  0.225  -0.025
O  2.068  1.848  1.003  -0.116
H  -3.335  0.275  1.743  0.020
H  -2.299  -0.857  1.223  -0.069
O  -2.775  0.022  0.949  -0.211
H  -1.659  -2.364  0.454  -0.009
H  -0.005  -1.210  1.086  0.030
O  -1.326  -1.939  1.314  -0.415

Output
* net charge: -1
* HOMO energy: -4.59 eV
* spin multiplicity: 1
* HOMO-LUMO gap: 8.49 eV
* electronic energy: -10442.2590 eV

---

Entry 3:
Molecular formula: C18H12BrErN3O2
Method: DFT, ωB97M-V/def2-TZVPD

Each line ends with the Löwdin charge.
Element x y z (Å)
Er  -0.635  -0.620  -0.391  1.541
Br  -1.020  2.715  -0.673  0.837
C  -2.643  1.979  0.031  -0.683
C  -3.800  2.674  0.283  -0.045
C  -4.865  1.935  0.801  0.008
C  -4.734  0.575  1.048  0.044
C  -3.523  -0.024  0.766  -0.152
N  -2.503  0.683  0.257  -0.085
C  -3.213  -1.516  0.975  -0.552
O  -4.080  -2.252  1.346  0.151
O  -1.964  -1.800  0.686  -0.198
H  -3.881  3.732  0.086  0.124
H  -5.800  2.438  1.012  0.130
H  -5.538  -0.025  1.451  0.138
C  2.754  0.274  4.001  -0.053
C  1.415  0.143  3.652  -0.058
C  1.078  -0.060  2.330  -0.045
C  2.075  -0.144  1.344  -0.264
C  3.418  -0.012  1.700  0.001
C  3.743  0.198  3.028  -0.050
N  1.609  -0.368  0.050  -0.112
N  2.459  -0.502  -0.895  0.119
C  1.958  -0.750  -2.149  -0.327
C  2.948  -0.864  -3.146  -0.004
C  2.581  -1.118  -4.447  -0.059
C  1.231  -1.254  -4.759  -0.050
C  0.253  -1.141  -3.769  -0.137
C  0.558  -0.892  -2.438  -0.198
H  3.022  0.435  5.036  0.115
H  0.646  0.193  4.411  0.117
H  0.023  -0.176  2.053  0.078
H  4.178  -0.079  0.936  0.115
H  4.781  0.300  3.315  0.116
H  3.986  -0.747  -2.862  0.119
H  3.331  -1.213  -5.220  0.114
H  0.934  -1.457  -5.780  0.113
H  -0.782  -1.262  -4.071  0.091

Output
* net charge: +1
* <S²>: 3.75
* HOMO energy (alpha / beta): -11.58 / -11.58 eV
* spin multiplicity: 4
* HOMO-LUMO gap (alpha / beta): 7.08 / 7.09 eV
* electronic energy: -125084.7275 eV

---

Entry 4:
Molecular formula: C12H18AsS4TcTe4
Method: DFT, ωB97M-V/def2-TZVPD

Each line ends with the Löwdin charge.
Element x y z (Å)
Tc  0.518  0.967  0.232  0.397
C  -1.855  -1.162  2.241  -0.032
C  -1.091  -0.749  1.011  -0.285
C  0.201  -1.329  0.761  -0.301
C  0.886  -2.124  1.838  -0.034
C  0.726  -1.312  -0.549  -0.281
C  1.949  -2.113  -0.865  -0.038
C  0.042  -0.589  -1.580  -0.271
C  0.507  -0.670  -3.004  -0.019
C  -1.124  0.154  -1.278  -0.305
C  -1.852  0.856  -2.384  -0.058
C  -1.694  0.081  0.039  -0.288
C  -2.997  0.763  0.345  -0.042
H  -1.550  -0.673  3.168  0.049
H  -1.710  -2.232  2.394  0.114
H  -2.919  -0.988  2.116  0.096
H  0.780  -3.193  1.636  0.125
H  0.468  -1.932  2.822  0.070
H  1.951  -1.904  1.876  0.096
H  1.637  -3.135  -1.106  0.132
H  2.634  -2.162  -0.024  0.083
H  2.500  -1.715  -1.710  0.070
H  1.091  0.207  -3.292  0.087
H  -0.349  -0.737  -3.673  0.103
H  1.123  -1.547  -3.173  0.094
H  -2.497  0.130  -2.889  0.129
H  -1.169  1.264  -3.126  0.095
H  -2.490  1.660  -2.031  0.052
H  -3.828  0.125  0.033  0.127
H  -3.098  1.710  -0.180  0.055
H  -3.102  0.972  1.406  0.059
Te  0.469  1.243  2.889  0.657
Te  -1.511  2.968  3.604  0.298
Te  -0.988  4.803  1.694  0.247
Te  -0.452  3.265  -0.434  0.528
S  5.384  0.185  0.754  0.159
As  4.368  1.755  0.002  -0.197
S  2.463  1.021  -1.005  0.235
S  1.986  2.392  1.677  -0.181
S  4.593  3.744  -0.238  0.175

Output
* net charge: +2
* HOMO energy (alpha / beta): -13.62 / -13.62 eV
* spin multiplicity: 1
* HOMO-LUMO gap (alpha / beta): 4.64 / 4.64 eV
* electronic energy: -148272.9112 eV

---

Entry 5:
Molecular formula: C4H11S
Method: DFT, ωB97M-V/def2-TZVPD

Each line ends with the Löwdin charge.
Element x y z (Å)
C  -2.586  0.274  -0.658  0.090
C  1.277  -0.018  -1.189  -0.185
C  0.091  1.226  0.942  -0.242
C  0.360  -1.638  0.965  -0.183
S  -0.136  -0.252  -0.060  0.999
H  -2.848  -0.177  -1.644  -0.045
H  -2.012  1.194  -1.035  -0.063
H  1.172  -0.434  -2.157  0.062
H  2.129  -0.447  -0.684  0.061
H  1.483  1.040  -1.174  0.066
H  -0.732  1.119  1.619  0.051
H  -0.360  2.130  0.311  0.126
H  0.933  1.635  1.407  0.061
H  1.421  -1.501  1.054  0.067
H  -0.057  -2.543  0.462  0.106
H  -0.133  -1.608  1.841  0.029

Output
* net charge: +1
* HOMO energy: -13.42 eV
* spin multiplicity: 1
* HOMO-LUMO gap: 8.96 eV
* electronic energy: -15149.0206 eV

---

Entry 6:
Molecular formula: C4H11N2
Method: DFT, ωB97M-V/def2-TZVPD

Each line ends with the Löwdin charge.
Element x y z (Å)
C  1.062  -1.083  0.100  -0.028
C  1.283  -0.052  -0.964  0.076
C  0.567  1.354  1.179  0.014
C  -1.331  0.038  -0.006  -0.166
N  -1.577  -1.102  -0.790  0.055
N  0.212  0.156  0.330  -0.147
H  0.361  -1.814  -0.209  0.097
H  1.727  -1.317  0.812  0.090
H  1.940  0.817  -1.001  0.109
H  0.893  -0.375  -1.999  0.143
H  1.664  1.636  0.963  0.134
H  -0.089  2.167  1.082  0.081
H  0.590  1.215  2.208  0.073
H  -1.847  -0.062  0.899  0.118
H  -1.519  1.054  -0.416  0.145
H  -1.628  -0.964  -1.780  0.101
H  -2.308  -1.669  -0.409  0.104

Output
* net charge: +1
* HOMO energy: -14.74 eV
* SMILES: C[N+]1(CN)CC1
* spin multiplicity: 1
* HOMO-LUMO gap: 11.97 eV
* electronic energy: -7297.7614 eV

---

Entry 7:
Molecular formula: C19H68O15
Method: DFT, ωB97M-V/def2-TZVPD

Each line ends with the Löwdin charge.
Element x y z (Å)
C  5.487  4.110  -0.826  -0.087
O  4.116  3.664  -0.976  -0.157
H  5.531  5.130  -1.241  0.086
H  5.702  4.191  0.233  0.080
H  6.184  3.458  -1.351  0.077
H  3.844  3.158  -0.244  0.002
C  2.496  -0.815  2.333  -0.130
O  1.385  0.055  2.213  -0.160
H  2.911  -1.034  1.368  0.058
H  3.385  -0.223  2.707  0.111
H  2.298  -1.647  2.938  0.058
H  1.143  0.451  3.110  0.102
C  -1.357  -0.023  -4.015  -0.120
O  -1.404  1.410  -4.283  -0.135
H  -1.887  -0.309  -3.129  0.024
H  -1.871  -0.583  -4.810  0.088
H  -0.334  -0.361  -3.868  0.079
H  -0.764  1.857  -3.707  0.028
C  -2.394  -3.245  -1.334  -0.148
O  -1.186  -3.180  -0.568  -0.146
H  -3.321  -3.481  -0.788  0.062
H  -2.676  -2.286  -1.913  0.098
H  -2.223  -4.130  -1.934  0.072
H  -1.177  -2.326  -0.099  0.038
C  -1.126  -4.065  2.887  -0.141
O  -1.625  -2.793  3.245  -0.150
H  -1.476  -4.433  1.907  0.075
H  -0.012  -4.070  2.944  0.080
H  -1.469  -4.780  3.692  0.098
H  -1.572  -2.155  2.522  0.032
C  3.924  -0.528  -2.331  -0.125
O  3.070  -0.667  -1.180  -0.180
H  4.905  -0.961  -2.215  0.074
H  3.403  -0.941  -3.244  0.105
H  4.129  0.531  -2.394  0.061
H  2.751  -1.583  -1.059  0.034
C  0.760  -1.173  5.427  -0.144
O  -0.296  -2.003  5.954  -0.092
H  0.909  -0.227  5.866  0.062
H  1.698  -1.678  5.608  0.079
H  0.697  -1.014  4.328  0.059
H  -0.986  -1.975  5.317  0.020
C  1.400  5.706  -0.446  -0.119
O  1.823  4.978  -1.633  -0.178
H  2.206  6.492  -0.241  0.100
H  0.479  6.162  -0.690  0.053
H  1.218  5.048  0.457  0.088
H  2.734  4.612  -1.465  0.043
C  -1.471  0.949  4.393  -0.117
O  -0.339  1.806  4.147  -0.138
H  -1.292  0.567  5.379  0.071
H  -2.359  1.573  4.448  0.093
H  -1.540  0.246  3.583  0.054
H  -0.728  2.607  3.766  0.084
O  3.521  1.542  0.586  -0.045
H  2.761  1.445  1.172  0.031
H  3.444  0.774  -0.012  0.021
C  -5.245  -2.767  2.027  -0.081
C  -4.405  -1.632  1.550  -0.294
O  -3.881  -0.860  2.655  -0.089
H  -5.973  -2.827  1.250  0.061
H  -5.814  -2.585  2.897  0.059
H  -4.669  -3.744  2.222  0.110
H  -4.884  -0.931  0.876  0.119
H  -3.579  -2.043  1.040  0.062
H  -3.368  -1.356  3.277  0.038
C  2.369  1.954  -4.738  -0.063
C  1.907  1.988  -3.251  -0.283
O  0.703  2.781  -3.090  -0.136
H  3.283  1.325  -4.767  0.067
H  2.623  3.005  -5.038  0.091
H  1.705  1.543  -5.433  0.040
H  2.737  2.339  -2.600  0.095
H  1.682  0.951  -2.881  0.090
H  0.973  3.581  -2.534  0.083
C  2.525  -5.328  -0.012  -0.086
C  1.993  -3.938  -0.240  -0.317
O  2.839  -3.258  -1.121  -0.088
H  1.854  -5.988  0.649  0.103
H  3.608  -5.352  0.281  0.091
H  2.473  -5.852  -0.994  0.077
H  2.018  -3.298  0.703  0.132
H  1.026  -3.986  -0.663  0.079
H  3.028  -3.804  -1.882  0.104
C  -0.645  0.685  -0.795  -0.046
C  -1.337  0.468  0.570  -0.253
O  -0.916  -0.779  1.174  -0.134
H  -0.757  1.783  -1.065  0.100
H  -1.177  0.022  -1.519  0.051
H  0.443  0.463  -0.744  0.075
H  -2.411  0.475  0.418  0.109
H  -1.146  1.263  1.240  0.086
H  0.038  -0.634  1.315  0.049
C  -5.524  2.632  -1.672  -0.088
C  -4.625  2.436  -2.934  -0.310
O  -3.272  2.555  -2.518  -0.097
H  -4.861  2.527  -0.778  0.071
H  -6.303  1.822  -1.626  0.073
H  -6.016  3.584  -1.525  0.051
H  -4.916  3.190  -3.650  0.091
H  -4.920  1.491  -3.442  0.109
H  -2.615  2.269  -3.169  0.034

Output
* HOMO energy: -9.52 eV
* spin multiplicity: 1
* HOMO-LUMO gap: 9.90 eV
* electronic energy: -51513.0596 eV

---

Entry 8:
Molecular formula: C26H52Cl2N3O4PdSi2
Method: DFT, ωB97M-V/def2-TZVPD

Each line ends with the Löwdin charge.
Element x y z (Å)
C  -1.154  3.948  -0.590  -0.073
C  0.332  4.074  -0.636  -0.220
H  -1.501  3.859  0.455  0.060
H  -1.508  3.083  -1.162  0.039
H  -1.623  4.863  -1.003  0.092
C  0.934  5.060  0.054  -0.134
C  0.213  5.913  1.034  -0.119
H  1.981  5.299  -0.104  0.089
H  -0.130  5.363  1.921  0.065
H  -0.685  6.369  0.604  0.066
H  0.862  6.723  1.375  0.063
Pd  2.067  0.340  -1.748  0.510
Cl  0.823  0.753  -3.704  -0.079
C  2.960  -1.813  -3.433  -0.307
O  2.994  -1.484  -2.213  -0.147
N  3.394  -3.005  -3.825  -0.191
C  3.829  -3.960  -2.818  -0.037
C  3.582  -3.284  -5.247  -0.044
H  2.571  -1.158  -4.227  0.076
H  2.999  -4.214  -2.150  0.099
H  4.642  -3.542  -2.216  0.093
H  4.167  -4.843  -3.353  0.074
H  2.667  -2.996  -5.779  0.093
H  3.803  -4.346  -5.365  0.077
H  4.417  -2.695  -5.650  0.090
H  -1.233  -6.687  -0.218  0.090
H  -3.864  -5.648  1.482  0.088
C  -1.017  -6.413  0.823  -0.062
C  -2.957  -5.457  2.081  -0.057
N  -1.790  -5.261  1.234  -0.196
H  0.052  -6.182  0.902  0.092
C  -1.587  -4.095  0.583  -0.324
O  -0.776  -3.946  -0.340  -0.006
H  -3.115  -4.553  2.679  0.069
H  -2.198  -3.267  0.995  0.107
H  -1.271  -7.241  1.486  0.075
H  -2.776  -6.323  2.727  0.080
H  -4.874  0.437  4.962  0.080
H  -2.064  1.018  3.962  0.064
C  -4.205  -0.282  5.456  -0.086
C  -1.915  0.093  4.543  -0.071
N  -3.128  -0.709  4.579  -0.189
H  -4.792  -1.160  5.740  0.079
C  -3.330  -1.703  3.689  -0.316
O  -2.542  -2.024  2.786  -0.057
H  -1.094  -0.483  4.101  0.089
H  -4.296  -2.222  3.852  0.134
H  -3.775  0.191  6.342  0.081
H  -1.670  0.377  5.574  0.084
O  0.971  1.750  -0.966  -0.480
C  1.094  3.051  -1.470  -0.415
C  3.444  3.498  -0.636  -0.064
C  2.569  3.315  -1.709  -0.192
H  3.063  3.521  0.391  0.103
C  4.811  3.642  -0.906  -0.093
H  0.595  2.986  -2.448  0.076
C  3.022  3.228  -3.023  -0.075
H  5.501  3.774  -0.070  0.093
C  5.263  3.592  -2.225  -0.123
C  4.378  3.388  -3.293  -0.095
H  2.290  2.993  -3.798  0.063
H  6.323  3.729  -2.432  0.084
H  4.730  3.313  -4.324  0.093
Si  0.258  0.806  1.121  0.303
Cl  -1.972  1.105  1.103  0.446
C  0.431  2.176  2.405  -0.246
C  2.199  0.547  0.917  -0.255
C  0.131  -1.071  1.190  -0.264
H  1.392  2.706  2.337  0.028
H  0.388  1.700  3.394  0.007
H  -0.363  2.936  2.375  -0.003
H  -0.860  -1.453  1.462  -0.022
H  0.852  -1.383  1.958  0.021
H  0.447  -1.521  0.238  0.029
H  2.747  1.481  1.053  -0.004
H  2.596  0.020  0.014  -0.026
H  2.477  -0.131  1.734  0.009
C  -4.295  -0.802  0.089  -0.228
Si  -2.937  0.167  -0.715  0.362
C  -1.668  -0.863  -1.602  -0.193
C  -3.486  1.603  -1.760  -0.215
H  -3.921  -1.478  0.872  0.004
H  -4.798  -1.397  -0.687  0.033
H  -5.038  -0.123  0.535  0.024
H  -1.632  -0.545  -2.655  0.011
H  -0.652  -0.721  -1.206  -0.011
H  -1.922  -1.935  -1.545  0.030
H  -4.350  1.251  -2.348  0.034
H  -3.806  2.465  -1.152  0.031
H  -2.696  1.912  -2.464  0.040

Output
* net charge: -1
* <S²>: 2.01
* HOMO energy (alpha / beta): -0.01 / -3.81 eV
* spin multiplicity: 3
* HOMO-LUMO gap (alpha / beta): 2.41 / 6.09 eV
* electronic energy: -84745.1203 eV